Below is a structure of composition C25H69BaF3N3O18S, with properties calculated with wB97M-V/def2-TZVPD.

multiplicity	1
electronic energy	-88044.249	eV
orbital gap	6.7516	eV
total charge	+1
highest occupied orbital energy	-10.43	eV

Each line ends with the Löwdin charge.
Atoms and positions in Å:
Ba: -16.729 -24.513 -23.188  2.023
C: -12.761 -26.307 -25.925  -0.640
F: -13.382 -27.296 -25.268  0.124
F: -11.656 -25.988 -25.250  0.142
F: -12.441 -26.684 -27.142  0.172
S: -13.862 -24.806 -25.960  0.540
O: -14.643 -24.859 -24.719  -0.530
O: -12.965 -23.680 -26.021  -0.276
O: -14.725 -24.916 -27.128  -0.290
C: -12.659 -22.910 -30.103  -0.253
C: -11.638 -23.541 -29.176  -0.214
O: -11.387 -22.671 -28.075  -0.095
O: -12.712 -23.519 -31.385  -0.043
H: -12.313 -21.872 -30.246  0.125
H: -13.599 -22.765 -29.553  0.119
H: -10.762 -23.899 -29.722  0.133
H: -12.034 -24.490 -28.780  0.108
H: -11.978 -23.040 -27.404  0.031
H: -13.570 -23.285 -31.749  0.087
C: -11.401 -20.476 -25.924  -0.283
C: -10.786 -19.595 -24.874  -0.226
O: -11.226 -19.989 -23.575  -0.073
O: -10.802 -20.190 -27.169  -0.064
H: -12.485 -20.287 -25.922  0.120
H: -11.207 -21.537 -25.724  0.089
H: -10.995 -18.561 -25.134  0.130
H: -9.700 -19.731 -24.927  0.119
H: -10.789 -20.820 -23.373  0.076
H: -10.925 -20.978 -27.724  0.047
C: -14.213 -27.938 -22.225  -0.250
C: -15.685 -28.199 -22.066  -0.179
O: -16.313 -26.939 -21.704  -0.230
O: -13.598 -27.590 -20.993  -0.061
H: -14.110 -27.069 -22.888  0.100
H: -13.743 -28.826 -22.664  0.132
H: -15.940 -28.987 -21.365  0.137
H: -16.034 -28.393 -23.084  0.122
H: -16.857 -27.105 -20.928  0.092
H: -12.763 -27.162 -21.236  0.042
C: -16.026 -27.019 -29.131  -0.261
C: -16.630 -27.946 -30.160  -0.270
O: -16.563 -27.436 -31.457  -0.030
O: -14.658 -26.750 -29.389  -0.074
H: -16.118 -27.437 -28.116  0.115
H: -16.566 -26.060 -29.122  0.111
H: -17.631 -28.288 -29.895  0.122
H: -16.054 -28.877 -29.991  0.118
H: -15.690 -27.680 -31.783  0.098
H: -14.502 -25.832 -29.152  0.052
C: -17.384 -22.664 -26.365  -0.217
C: -17.951 -24.014 -26.746  -0.208
O: -17.368 -25.102 -26.007  -0.193
O: -17.540 -22.324 -24.975  -0.163
H: -17.830 -21.890 -27.001  0.137
H: -16.327 -22.589 -26.631  0.123
H: -17.779 -24.175 -27.811  0.130
H: -19.017 -24.029 -26.506  0.130
H: -16.455 -25.163 -26.358  0.027
H: -18.499 -22.311 -24.857  0.092
C: -10.546 -27.781 -22.436  -0.210
C: -9.078 -27.521 -22.716  -0.202
O: -8.976 -26.462 -23.672  -0.079
O: -11.235 -26.546 -22.202  -0.103
H: -10.652 -28.295 -21.477  0.129
H: -11.006 -28.407 -23.205  0.119
H: -8.637 -28.441 -23.112  0.125
H: -8.513 -27.259 -21.822  0.128
H: -8.475 -25.750 -23.266  0.096
H: -11.041 -26.009 -22.983  0.070
C: -5.782 -21.828 -25.052  -0.069
C: -6.128 -22.256 -26.480  -0.430
C: -7.602 -22.578 -26.576  -0.194
O: -7.891 -23.607 -25.639  -0.169
C: -9.205 -24.032 -25.736  -0.134
N: -5.791 -21.162 -27.409  0.033
H: -6.161 -22.516 -24.292  0.067
H: -6.342 -20.904 -24.837  0.076
H: -4.742 -21.576 -24.856  0.075
H: -5.529 -23.123 -26.762  0.141
H: -7.871 -22.924 -27.577  0.133
H: -8.139 -21.654 -26.313  0.125
H: -9.364 -24.854 -25.029  0.051
H: -9.492 -24.479 -26.697  0.098
H: -9.972 -23.295 -25.457  0.076
H: -4.787 -21.039 -27.407  0.069
H: -6.194 -20.292 -27.081  0.068
C: -12.876 -23.699 -21.661  -0.036
C: -14.155 -23.188 -21.043  -0.390
C: -14.922 -22.055 -21.737  -0.228
O: -15.124 -22.117 -23.122  -0.309
C: -14.057 -21.632 -23.934  -0.073
N: -15.128 -24.324 -20.835  -0.072
H: -13.053 -24.339 -22.534  0.073
H: -12.320 -24.325 -20.963  0.089
H: -12.253 -22.892 -22.044  0.083
H: -13.946 -22.763 -20.054  0.146
H: -14.354 -21.138 -21.528  0.142
H: -15.861 -21.944 -21.182  0.125
H: -14.343 -21.818 -24.961  0.082
H: -13.118 -22.161 -23.765  0.067
H: -13.838 -20.594 -23.673  0.103
H: -15.700 -23.986 -20.061  0.083
H: -14.636 -25.128 -20.444  0.076
C: -11.094 -29.552 -27.351  -0.050
C: -12.375 -30.301 -27.719  -0.418
C: -13.227 -30.608 -26.508  -0.227
O: -14.254 -31.495 -26.895  -0.192
C: -15.072 -31.877 -25.807  -0.100
N: -13.124 -29.637 -28.830  0.057
H: -11.343 -28.745 -26.659  0.046
H: -10.541 -29.124 -28.178  0.086
H: -10.509 -30.272 -26.773  0.080
H: -12.074 -31.227 -28.219  0.138
H: -13.669 -29.697 -26.085  0.113
H: -12.560 -31.107 -25.783  0.132
H: -15.462 -30.984 -25.299  0.076
H: -14.454 -32.416 -25.079  0.089
H: -15.865 -32.490 -26.218  0.091
H: -13.330 -28.661 -28.614  0.035
H: -14.051 -30.063 -28.763  0.055

=====

Below is a structure of composition C25H69Ca2N3O15S, with properties calculated with wB97M-V/def2-TZVPD.

multiplicity	1
electronic energy	-109931.217	eV
orbital gap	6.9693	eV
total charge	+2
highest occupied orbital energy	-12.19	eV

Each line ends with the Löwdin charge.
Atoms and positions in Å:
Ca: -3.022 -1.119 1.962  1.601
Ca: 2.288 -1.560 -0.149  1.560
S: -0.335 -1.031 0.909  0.304
O: -0.865 -1.879 1.976  -0.410
O: 0.925 -0.409 1.313  -0.389
O: 0.023 -1.739 -0.342  -0.430
O: -1.466 -0.121 0.718  -0.435
C: 1.114 -1.844 5.231  -0.128
O: 1.316 -2.111 3.869  -0.136
H: 1.556 -2.589 5.898  0.090
H: 1.439 -0.853 5.562  0.078
H: 0.055 -1.942 5.515  0.082
H: 0.598 -1.723 3.358  0.032
C: -0.956 -3.745 -2.913  -0.116
O: -1.613 -2.707 -2.191  -0.173
H: -1.446 -3.853 -3.877  0.092
H: 0.093 -3.461 -3.067  0.078
H: -0.959 -4.674 -2.332  0.076
H: -0.998 -2.341 -1.517  0.009
C: -0.827 2.996 0.959  -0.134
O: -1.221 2.349 -0.233  -0.166
H: -0.808 4.074 0.795  0.097
H: -1.513 2.852 1.805  0.078
H: 0.157 2.701 1.332  0.056
H: -1.226 1.391 -0.026  0.020
C: 1.064 1.844 3.995  -0.139
O: 2.109 1.122 3.339  -0.146
H: 1.146 1.647 5.064  0.079
H: 1.164 2.917 3.804  0.081
H: 0.058 1.561 3.666  0.069
H: 1.692 0.776 2.531  0.009
C: 0.675 -4.660 0.623  -0.077
O: 1.755 -3.751 0.749  -0.308
C: 2.741 -4.291 1.652  -0.173
C: 3.956 -3.362 1.809  -0.161
N: 3.442 -1.996 2.019  -0.144
C: 4.537 -1.014 2.197  -0.159
C: 5.203 -0.599 0.911  -0.182
O: 4.240 -0.226 -0.089  -0.336
C: 4.830 0.660 -1.065  -0.046
H: -0.049 -4.337 -0.120  0.067
H: 0.242 -4.843 1.607  0.100
H: 1.034 -5.616 0.223  0.109
H: 3.018 -5.313 1.379  0.135
H: 2.289 -4.407 2.642  0.127
H: 4.691 -3.487 1.012  0.125
H: 4.475 -3.640 2.733  0.137
H: 2.871 -1.985 2.862  0.082
H: 5.260 -1.431 2.908  0.138
H: 4.001 -0.207 2.707  0.116
H: 5.785 -1.445 0.532  0.130
H: 5.879 0.226 1.135  0.137
H: 4.075 1.219 -1.621  0.073
H: 5.363 0.041 -1.785  0.109
H: 5.352 1.442 -0.516  0.097
C: -3.741 5.284 -4.477  -0.119
O: -3.466 4.061 -3.844  -0.186
C: -2.590 4.177 -2.743  -0.225
C: -1.163 4.483 -3.209  -0.201
N: -0.225 4.457 -2.093  -0.064
C: 1.149 4.577 -2.492  -0.195
C: 2.068 4.440 -1.276  -0.181
O: 2.127 3.108 -0.777  -0.224
C: 2.761 3.000 0.475  -0.102
H: -3.999 6.091 -3.783  0.094
H: -4.599 5.159 -5.138  0.091
H: -2.932 5.623 -5.130  0.087
H: -2.606 3.247 -2.167  0.097
H: -3.007 4.913 -2.044  0.127
H: -1.162 5.523 -3.543  0.121
H: -0.921 3.779 -4.015  0.122
H: -0.424 3.689 -1.471  0.051
H: 1.357 5.478 -3.070  0.131
H: 1.361 3.741 -3.188  0.103
H: 1.799 5.101 -0.446  0.129
H: 3.066 4.785 -1.578  0.128
H: 3.844 3.119 0.353  0.097
H: 2.670 1.951 0.772  0.069
H: 2.387 3.605 1.303  0.099
C: -4.359 1.842 0.721  -0.057
O: -4.266 0.420 0.646  -0.320
C: -4.306 -0.036 -0.703  -0.197
C: -4.718 -1.495 -0.689  -0.153
N: -3.578 -2.260 -0.130  -0.139
C: -3.976 -3.638 0.208  -0.154
C: -3.091 -4.183 1.336  -0.183
O: -3.244 -3.311 2.456  -0.359
C: -2.738 -3.932 3.639  -0.057
H: -4.177 2.165 1.748  0.097
H: -5.369 2.190 0.494  0.108
H: -3.647 2.361 0.079  0.084
H: -3.355 0.108 -1.223  0.129
H: -5.052 0.500 -1.299  0.145
H: -4.796 -1.817 -1.734  0.144
H: -5.657 -1.683 -0.175  0.134
H: -2.868 -2.290 -0.860  0.074
H: -3.886 -4.278 -0.672  0.141
H: -4.989 -3.603 0.609  0.129
H: -2.058 -4.194 0.988  0.107
H: -3.504 -5.177 1.517  0.144
H: -1.680 -4.161 3.510  0.098
H: -3.297 -4.824 3.932  0.109
H: -2.912 -3.277 4.495  0.101
C: -0.218 0.787 -2.929  -0.020
C: 1.124 0.099 -2.851  -0.417
C: 2.086 0.730 -3.862  -0.035
O: 1.697 0.318 -1.537  -0.189
H: -0.193 1.870 -2.843  0.070
H: -0.891 0.401 -2.158  0.065
H: -0.692 0.441 -3.853  0.108
H: 1.045 -0.983 -2.979  0.130
H: 1.713 0.863 -4.882  0.094
H: 2.999 0.144 -3.996  0.081
H: 2.347 1.757 -3.597  0.072
H: 1.550 1.251 -1.282  0.082